Molecular formula: C10H18O2S2
Method: DFT, wB97M-V/def2-TZVPD

XYZ file:
```
32
Properties=species:S:1:pos:R:3:forces:R:3
C -0.746421 0.592589 0.200461 1.8 2.0 -1.5
C 0.799744 0.673328 -0.103606 -2.1 1.3 -0.6
C -0.831298 -1.071997 -1.827367 -0.3 1.1 3.4
C -2.713329 -0.959871 -0.177675 1.0 3.5 2.9
C -2.229608 0.991071 -1.738289 1.9 0.9 -0.7
C 0.817284 -0.956523 1.694814 -2.9 1.8 2.7
C 2.382657 1.006475 1.732323 -3.3 -0.2 -0.5
C 2.663991 -0.948681 0.227194 -0.6 -0.6 -0.6
C -1.628069 -0.092250 -0.828273 0.0 -1.6 -1.3
C 1.632369 -0.054555 0.853371 1.0 -0.2 0.9
O -2.651200 1.969077 1.246644 -0.1 0.2 0.5
O 2.682902 2.029187 -1.302513 1.9 0.0 -0.3
S -1.185710 1.806533 1.235799 -0.5 -1.4 -1.4
S 1.267290 1.748459 -1.282227 -2.2 -1.0 1.6
H -1.436981 -1.260657 -2.634196 -1.6 -0.5 -1.9
H -0.606009 -2.007019 -1.340069 0.4 -0.3 0.2
H 0.031587 -0.574974 -2.155542 1.3 0.4 -0.6
H -2.254546 -1.644531 0.462554 0.9 -1.3 1.1
H -3.418047 -0.405447 0.484842 0.5 0.0 -0.7
H -3.227353 -1.484090 -0.845783 -2.3 -2.0 -3.1
H -3.001421 1.436532 -1.156797 -0.8 0.7 0.0
H -2.575741 0.584345 -2.723331 0.1 0.3 1.0
H -1.400039 1.787282 -1.945875 -1.6 -1.3 0.1
H 0.011648 -1.464699 1.200094 0.3 -1.1 -0.8
H 1.452900 -1.550593 2.325171 0.0 -0.6 0.2
H 0.087817 -0.334552 2.359995 1.7 -0.9 -0.4
H 2.993996 0.572560 2.456953 1.1 -0.8 1.1
H 2.892073 1.567530 1.015140 1.2 1.4 -0.5
H 1.581594 1.596620 2.243050 0.8 -0.1 -0.3
H 3.287988 -0.309294 -0.344630 1.4 0.0 -0.4
H 2.264863 -1.754289 -0.403465 -0.3 0.4 -0.1
H 3.055071 -1.487558 1.071243 1.3 0.0 0.1
```
Forces are in eV/Å.

Summary:
Orbital gap   8.5 eV
Relative energy (zero: lowest compared OMol25 entry of this formula, charge and spin)   308.6 kJ/mol
HOMO level   -9.058 eV